18
Properties=species:S:1:pos:R:3 method="wB97M-V/def2-TZVPD" lumo_ha=0.1376 homo_energy_ha=-0.1441 smiles="O=C([O-])[C@]12CCC[C@H]1[C@@H]2F" total_charge=-1
C -0.319 2.182 0.645
C -0.676 -1.625 0.094
C 0.804 -1.350 0.500
C -1.307 -0.171 -0.178
C 1.142 0.112 0.166
C 0.853 0.598 -1.211
C -0.165 0.777 -0.121
O -1.491 2.574 0.523
O 0.629 2.756 1.231
F 1.521 1.682 -1.728
H -0.919 -2.068 -0.844
H -1.171 -2.247 0.805
H 0.966 -1.473 1.598
H 1.577 -2.145 0.115
H -1.887 -0.003 -1.039
H -2.077 -0.093 0.691
H 1.890 0.573 0.673
H 0.631 -0.080 -1.920

=====

64
Properties=species:S:1:pos:R:3 method="wB97M-V/def2-TZVPD" lumo_ha=0.0803 homo_energy_ha=-0.3013 total_charge=-1
P -0.959 0.681 -0.594
F 0.578 0.199 -0.541
F -1.213 -0.363 -1.864
F -1.303 -0.547 0.398
F -2.489 1.191 -0.641
F -0.616 1.605 0.632
F -0.625 2.014 -1.554
C 1.248 7.307 -3.437
O 0.287 6.347 -3.931
H 1.582 7.144 -2.412
H 2.068 7.218 -4.149
H 0.856 8.323 -3.382
H 0.158 5.560 -3.396
C -5.130 -5.388 -2.083
C -3.816 -5.721 -2.737
O -3.996 -6.127 -4.072
H -4.838 -4.953 -1.127
H -5.621 -6.348 -1.927
H -5.667 -4.675 -2.710
H -3.183 -6.419 -2.189
H -3.358 -4.747 -2.912
H -4.690 -5.579 -4.446
C -1.791 5.026 6.279
C -2.326 3.540 6.298
O -3.360 3.357 7.180
H -1.271 5.181 7.224
H -2.554 5.803 6.232
H -1.047 5.235 5.510
H -1.447 2.917 6.465
H -2.664 3.325 5.285
H -4.133 3.175 6.641
C 5.466 -2.172 2.259
C 6.792 -2.146 1.433
O 6.612 -2.597 0.103
H 4.555 -2.102 1.664
H 5.449 -1.440 3.065
H 5.574 -3.145 2.738
H 7.618 -2.667 1.918
H 6.998 -1.076 1.436
H 6.630 -3.557 0.075
O 4.366 2.965 -0.028
H 4.727 3.645 0.541
H 3.498 2.787 0.331
O -6.109 2.014 2.255
H -6.566 1.779 1.448
H -5.323 2.476 1.962
O 1.568 0.598 -5.513
H 0.854 0.708 -6.141
H 1.130 0.476 -4.670
O -1.646 -1.294 -6.732
H -1.253 -1.860 -6.068
H -2.572 -1.534 -6.736
O 5.318 0.289 -2.954
H 5.162 0.956 -2.286
H 5.565 -0.493 -2.460
O 2.501 -3.833 -2.439
H 2.817 -3.088 -1.928
H 2.983 -3.780 -3.264
O -2.092 -1.034 4.866
H -2.811 -0.402 4.875
H -1.626 -0.856 4.049
O -1.628 -5.001 2.591
H -1.537 -4.198 2.077
H -1.701 -4.699 3.496

=====

13
Properties=species:S:1:pos:R:3 method="wB97M-V/def2-TZVPD" lumo_ha=0.2395 homo_energy_ha=-0.0169 total_charge=-2
C 0.320 -1.549 1.769
C 0.346 -2.259 0.455
N 0.442 -1.279 -0.646
N -0.533 5.848 -1.764
O -1.699 6.318 -1.653
O 0.111 6.077 -2.787
O -1.062 -3.008 0.375
H 1.380 -1.321 2.059
H 0.016 -2.198 2.485
H -0.459 -0.734 1.725
H 0.964 -3.182 0.263
H -0.484 -0.982 -0.758
H 0.658 -1.732 -1.523

=====

42
Properties=species:S:1:pos:R:3 method="wB97M-V/def2-TZVPD" lumo_ha=0.0033 homo_energy_ha=-0.3384 smiles="C[P@@](=O)(O)CC[C@H](N)C(=O)O.CNC(=O)CNC(C)=O" total_charge=0
O -2.360 1.879 4.444
O 0.349 1.873 0.596
O 2.084 -2.578 -0.952
O -2.959 -2.232 -5.171
O 1.754 -1.017 0.646
O -3.734 -3.902 -3.717
C -1.215 2.279 4.315
C 1.145 2.398 1.366
C 1.367 -1.734 -0.437
N 2.340 2.790 0.919
N -0.582 2.174 3.149
N -0.246 -0.045 -1.445
C -0.500 2.908 5.495
C 3.397 3.437 1.696
C 0.780 2.616 2.842
C -0.051 -1.455 -1.022
C -0.405 -2.352 -2.232
C -1.162 -4.175 -4.704
C -1.864 -2.118 -2.695
P -2.441 -3.095 -4.097
H 2.640 -1.349 0.852
H -4.352 -3.404 -4.277
H 2.507 2.621 -0.062
H -1.106 1.750 2.394
H 0.382 0.202 -2.208
H -0.118 0.601 -0.652
H -0.268 3.945 5.265
H -1.158 2.868 6.363
H 0.411 2.354 5.707
H 4.275 3.590 1.066
H 3.682 2.812 2.544
H 3.056 4.409 2.058
H 0.873 3.679 3.066
H 1.489 2.062 3.457
H -0.759 -1.675 -0.215
H 0.286 -2.137 -3.055
H -0.275 -3.402 -1.949
H -1.560 -4.760 -5.534
H -0.320 -3.579 -5.056
H -0.838 -4.847 -3.909
H -2.544 -2.319 -1.866
H -1.998 -1.074 -2.985

=====

98
Properties=species:S:1:pos:R:3 method="wB97M-V/def2-TZVPD" lumo_ha=-0.0615 homo_energy_ha=-0.3614 total_charge=+1
Sr 0.337 0.465 0.319
C -2.653 3.982 0.293
C -1.445 3.423 -0.124
N -1.142 2.334 0.589
N -2.154 2.190 1.496
C -3.061 3.165 1.326
B -2.118 1.156 2.657
N -0.748 1.235 3.390
C -0.549 1.454 4.701
C 0.808 1.477 4.946
C 1.380 1.258 3.691
N 0.448 1.105 2.748
N -2.365 -0.303 2.153
C -3.310 -1.142 2.605
C -3.149 -2.368 1.989
C -2.051 -2.178 1.153
N -1.565 -0.936 1.249
H -3.145 4.862 -0.086
H -0.777 3.766 -0.898
H -3.926 3.220 1.968
H -2.995 1.420 3.438
H -1.390 1.585 5.366
H 1.306 1.643 5.886
H 2.426 1.223 3.424
H -4.032 -0.806 3.333
H -3.743 -3.258 2.119
H -1.599 -2.884 0.473
C 3.087 -2.841 -3.430
N 2.699 -1.868 -2.411
C 1.503 -2.251 -1.683
C 2.947 -0.521 -2.548
N 2.130 0.301 -1.975
C 2.343 1.698 -1.943
C 3.501 2.253 -1.460
C 3.707 3.650 -1.444
C 2.754 4.484 -1.936
C 1.531 3.966 -2.439
C 0.579 4.854 -3.003
C -0.588 4.374 -3.515
C -0.883 3.000 -3.421
C -0.004 2.098 -2.869
N -0.431 0.770 -2.657
C -1.075 0.168 -3.604
N -2.002 -0.797 -3.302
C -2.133 -2.007 -4.100
C -2.435 -0.927 -1.930
N -0.877 0.378 -4.950
C 0.396 0.882 -5.426
C -1.991 0.514 -5.879
C 1.278 2.563 -2.400
N 4.041 -0.214 -3.342
C 4.091 0.950 -4.213
C 5.333 -0.793 -3.009
H 3.565 -3.708 -2.973
H 3.769 -2.400 -4.147
H 2.200 -3.184 -3.971
H 1.501 -3.329 -1.541
H 0.597 -1.951 -2.225
H 1.492 -1.795 -0.702
H 4.294 1.596 -1.128
H 4.639 4.049 -1.063
H 2.911 5.557 -1.960
H 0.809 5.912 -3.033
H -1.315 5.048 -3.951
H -1.855 2.637 -3.737
H -1.570 -1.914 -5.023
H -3.178 -2.204 -4.344
H -1.748 -2.869 -3.545
H -2.510 0.046 -1.450
H -1.742 -1.549 -1.357
H -3.411 -1.412 -1.897
H 1.175 0.595 -4.723
H 0.410 1.969 -5.540
H 0.615 0.422 -6.392
H -2.924 0.235 -5.397
H -1.846 -0.120 -6.758
H -2.072 1.552 -6.218
H 3.099 1.361 -4.377
H 4.500 0.649 -5.181
H 4.719 1.748 -3.809
H 5.205 -1.640 -2.339
H 5.975 -0.052 -2.516
H 5.849 -1.140 -3.908
C 1.196 -3.455 1.719
C 1.872 -2.351 2.489
O 2.363 -1.336 1.594
C 3.638 -0.849 2.007
C 4.045 0.242 1.061
H 0.894 -4.252 2.403
H 1.875 -3.876 0.974
H 0.298 -3.098 1.217
H 2.709 -2.751 3.065
H 1.184 -1.877 3.195
H 4.355 -1.674 1.985
H 3.587 -0.493 3.039
H 4.053 -0.142 0.040
H 5.042 0.619 1.305
H 3.361 1.097 1.102

=====

8
Properties=species:S:1:pos:R:3 method="wB97M-V/def2-TZVPD" lumo_ha="-0.0407 / 0.0026" homo_energy_ha="-0.3271 / -0.3393" total_charge=0
C 1.819 0.024 0.025
C -1.464 -0.057 -0.114
F -1.164 -0.219 1.228
Cl -1.914 -1.519 -0.765
Br -2.607 1.458 -0.302
H 2.700 -0.411 -0.421
H 1.416 0.920 -0.450
H 1.215 -0.196 0.799

=====

112
Properties=species:S:1:pos:R:3 method="wB97M-V/def2-TZVPD" lumo_ha=-0.2009 homo_energy_ha=-0.4580 total_charge=+2
La 0.797 0.667 0.284
C 1.670 5.072 -1.219
C 0.682 3.956 -1.104
O 0.938 2.983 -0.370
N -0.391 3.916 -1.916
C -1.487 2.869 -1.715
C -2.094 2.952 -0.382
C -3.072 3.914 -0.112
C -3.620 3.961 1.177
C -3.177 3.129 2.166
C -2.209 2.231 1.804
N -1.664 2.075 0.556
H 1.803 5.583 -0.266
H 1.313 5.878 -1.846
H 2.638 4.682 -1.407
H -0.472 4.775 -2.488
H -1.129 1.848 -1.952
H -2.200 2.971 -2.501
H -3.245 4.634 -0.876
H -4.418 4.596 1.460
H -3.641 3.089 3.172
H -1.884 1.472 2.437
C 4.037 2.460 -2.124
Si 4.474 1.401 -0.643
C 4.425 2.435 1.002
C 6.283 1.018 -0.852
C 3.296 -0.046 -0.457
C 3.283 -0.789 0.788
C 4.513 -1.009 1.559
C 4.467 -1.954 2.546
C 3.256 -2.670 2.920
C 2.149 -2.326 2.203
N 2.118 -1.419 1.209
Si 2.946 -1.020 -2.022
C 1.172 -0.623 -2.530
C 3.094 -2.793 -1.651
C 4.084 -0.700 -3.470
H 4.240 1.831 -2.932
H 4.664 3.282 -2.317
H 2.950 2.628 -2.252
H 5.126 3.279 1.078
H 4.493 1.909 1.950
H 3.397 2.785 0.970
H 6.571 0.118 -0.215
H 6.956 1.889 -0.486
H 6.632 0.705 -1.827
H 5.437 -0.568 1.188
H 5.400 -2.225 3.048
H 3.260 -3.358 3.775
H 1.195 -2.820 2.551
H 0.274 -0.795 -1.855
H 0.939 -1.165 -3.425
H 1.051 0.464 -2.812
H 3.990 -3.171 -2.149
H 2.290 -3.344 -2.139
H 3.129 -3.056 -0.577
H 5.047 -0.266 -3.195
H 3.605 -0.009 -4.109
H 4.249 -1.626 -4.031
C -2.941 -4.506 -0.445
C -1.897 -3.491 -0.701
C -1.199 -3.836 -1.982
C -0.881 -3.639 0.444
Sb -2.490 -1.266 -0.571
C -3.348 -0.811 -2.450
C -4.186 0.473 -2.410
C -4.166 -1.992 -3.042
C -2.066 -0.558 -3.325
C -4.240 -1.293 0.767
C -4.725 0.129 1.057
C -5.452 -2.066 0.183
C -3.859 -2.010 2.088
H -2.404 -5.462 -0.355
H -3.757 -4.626 -1.117
H -3.323 -4.315 0.547
H -1.059 -4.899 -2.018
H -0.269 -3.320 -2.080
H -1.633 -3.484 -2.903
H -0.535 -4.681 0.606
H -1.221 -3.379 1.459
H -0.015 -3.037 0.162
H -5.019 0.313 -1.729
H -4.494 0.904 -3.346
H -3.615 1.174 -1.786
H -5.175 -2.088 -2.575
H -3.655 -2.966 -2.961
H -4.379 -1.897 -4.107
H -1.679 0.410 -2.972
H -2.414 -0.445 -4.391
H -1.440 -1.445 -3.277
H -4.893 0.745 0.189
H -4.120 0.741 1.777
H -5.727 0.020 1.522
H -6.045 -1.479 -0.498
H -6.041 -2.309 1.056
H -5.129 -3.063 -0.242
H -2.883 -1.608 2.375
H -3.732 -3.051 1.932
H -4.705 -1.889 2.793
C 0.334 2.455 4.467
As 1.075 0.986 3.487
C 0.556 -0.471 4.742
C 2.917 1.257 4.168
H 1.009 2.674 5.360
H -0.641 2.199 4.915
H 0.424 3.293 3.768
H 0.150 -0.016 5.690
H 1.526 -0.992 4.956
H -0.054 -1.197 4.211
H 3.142 2.232 3.789
H 3.665 0.587 3.883
H 3.079 1.292 5.274

=====

10
Properties=species:S:1:pos:R:3 method="wB97M-V/def2-TZVPD" lumo_ha="0.0127 / -0.1479" homo_energy_ha="-0.2586 / -0.4251" total_charge=0 spin_multiplicity=3 s2=2.02
C -1.570 0.900 0.143
C 1.921 0.473 0.022
C -0.271 -1.050 -0.374
C -0.439 0.139 0.411
N -2.589 1.358 -0.065
N 3.052 0.640 0.105
N 0.691 0.443 -0.506
H 0.060 -1.962 0.188
H -0.723 -1.151 -1.283
H -0.132 0.209 1.359

=====

86
Properties=species:S:1:pos:R:3 method="wB97M-V/def2-TZVPD" lumo_ha="0.0886 / 0.0076" homo_energy_ha="-0.1317 / -0.1808" total_charge=-1 spin_multiplicity=6 s2=8.77
Ir -0.044 -0.163 1.498
C -0.206 3.521 1.491
Si -0.816 1.923 2.402
C -2.727 2.216 2.580
C -0.264 2.061 4.252
C -0.445 3.212 5.006
C -0.167 3.227 6.362
C 0.292 2.077 6.980
C 0.492 0.933 6.231
C 0.226 0.911 4.870
Si 0.517 -0.664 3.801
C -0.537 -2.015 4.711
C 2.356 -1.104 4.243
H -0.099 4.354 2.179
H -0.910 3.813 0.720
H 0.753 3.355 1.013
H -2.933 3.231 2.911
H -3.151 1.536 3.310
H -3.241 2.053 1.640
H -0.817 4.110 4.535
H -0.315 4.126 6.945
H 0.491 2.081 8.044
H 0.854 0.038 6.715
H -0.617 -1.773 5.767
H -0.095 -3.002 4.623
H -1.542 -2.074 4.310
H 2.498 -1.131 5.319
H 3.035 -0.360 3.842
H 2.648 -2.069 3.846
C 3.156 -3.116 -4.422
O 2.290 -2.369 -3.617
C 2.222 -2.688 -2.284
S 3.029 -4.069 -1.664
S 0.595 -2.482 -1.573
H 3.114 -2.663 -5.412
H 2.839 -4.164 -4.470
H 4.184 -3.082 -4.044
O 0.911 -0.170 -3.207
B -0.066 -0.846 -2.397
O -1.189 -1.172 -3.258
C -0.796 -0.866 -4.505
C -1.434 -1.107 -5.706
C -0.768 -0.742 -6.872
C 0.466 -0.114 -6.833
C 1.109 0.143 -5.628
C 0.476 -0.262 -4.474
H -2.404 -1.581 -5.730
H -1.219 -0.962 -7.831
H 0.937 0.191 -7.756
H 2.081 0.606 -5.577
Cl 2.747 0.383 0.794
C 2.608 -1.326 1.017
C 1.306 -1.755 1.274
C 1.138 -3.115 1.505
Cl -0.433 -3.707 1.834
C 2.205 -4.001 1.498
Cl 1.955 -5.663 1.818
C 3.495 -3.531 1.248
Cl 4.823 -4.606 1.324
C 3.699 -2.173 0.997
Cl 5.279 -1.584 0.707
C -3.614 2.421 -2.445
C -2.836 1.901 -1.246
O -1.873 0.985 -1.734
P -0.569 0.454 -0.912
O -1.932 -0.664 0.351
C -2.581 -1.857 0.087
C -3.817 -1.632 -0.785
O 0.423 1.776 -1.206
C 0.356 2.669 -2.302
C 1.638 3.484 -2.351
H -4.349 3.158 -2.134
H -4.118 1.597 -2.940
H -2.926 2.874 -3.155
H -3.496 1.379 -0.544
H -2.345 2.725 -0.713
H -2.882 -2.308 1.047
H -1.912 -2.559 -0.437
H -4.493 -0.927 -0.303
H -4.333 -2.576 -0.934
H -3.503 -1.236 -1.747
H -0.503 3.342 -2.175
H 0.222 2.122 -3.241
H 1.795 3.988 -1.401
H 1.574 4.227 -3.141
H 2.483 2.827 -2.540